(1)
Computed, not measured: the ion C23H45Br2N3O5PS with charge +1 in a non-equilibrium geometry, with ωB97M-V/def2-TZVPD.

```
80
Properties=species:S:1:pos:R:3:forces:R:3:mulliken_charge:R:1
C 0.49450 0.39820 3.33314 -0.43 1.32 -0.79 -1.025
C 1.38007 0.53563 2.19083 0.68 -2.54 3.08 0.229
N 1.07545 0.81751 0.69689 -0.51 2.68 0.56 1.376
C 1.92462 2.06509 0.66602 1.62 4.26 1.34 -0.895
N 1.66725 3.12512 -0.34760 0.74 0.62 0.33 -0.371
C -0.42800 1.09334 0.36381 -0.28 1.17 -2.01 -2.206
O -0.77756 2.19825 1.12162 1.73 -1.60 -1.14 -0.288
C -1.80902 2.54767 1.92885 -3.42 3.79 3.33 -0.143
C -2.42333 4.00697 1.35604 0.36 0.95 0.05 0.526
C -2.14514 5.20819 2.47688 -0.52 -1.05 0.13 -1.138
O -3.87068 3.95375 1.10405 1.54 -0.94 -0.48 -0.551
C -1.34064 -0.29263 0.05877 2.77 2.54 0.23 2.570
C -2.61758 0.40356 -0.64046 -2.05 1.03 -1.27 -0.591
Br -4.37072 0.34381 0.42624 1.11 0.18 0.11 -0.038
C -3.20270 -0.03523 -2.08053 -0.61 0.71 -2.29 -0.358
C -2.76413 1.13499 -3.20255 0.32 -1.09 -1.12 -0.901
P -1.90807 -1.37267 1.51595 -4.23 -6.71 3.59 0.867
O -2.98684 -2.50881 1.12513 4.00 4.81 0.51 -0.688
O -2.52470 -0.49977 2.93508 1.34 -1.43 -1.98 -0.487
O -0.69329 -2.37438 2.31675 -1.24 2.14 -0.44 -0.554
C -0.06298 -0.95116 -0.83664 0.26 -1.64 -3.37 0.110
C -0.01417 -0.61411 -2.45551 -0.89 1.88 -1.14 -0.792
C -0.09294 -2.61913 -0.97416 0.62 -0.44 0.16 -0.898
C -1.39517 -3.27865 -1.67128 0.59 -1.08 -0.53 -0.447
C -1.38355 -4.90111 -1.26104 -0.43 1.28 1.03 -0.505
S -3.21886 -5.42817 -1.34206 0.32 -0.24 0.32 -0.267
C 1.42438 -0.39663 -0.22512 -1.65 -2.87 2.77 -0.069
N 1.63802 -1.34710 0.87968 3.06 -2.45 -2.16 0.187
C 2.62485 -2.19283 1.00488 1.25 -0.04 0.89 0.113
C 2.67222 -3.82827 0.64225 0.36 -0.34 0.53 -0.909
C 4.04577 -1.69474 1.73912 0.02 -1.20 -0.78 -1.139
C 2.72955 -0.22502 -1.12230 1.99 1.83 -0.56 -1.063
Br 3.49376 -1.82981 -2.12441 -0.81 0.51 1.30 0.012
C 2.83968 0.91228 -2.29313 0.26 1.31 -1.13 -0.076
C 4.21188 1.83763 -2.04377 -0.44 -0.75 -0.92 -1.034
H -0.02566 1.36904 3.77893 -0.27 -2.48 -1.95 0.115
H 0.28226 -0.59842 3.95503 2.10 2.51 -0.86 0.169
H 2.55117 0.55006 2.43506 -2.67 -1.26 -1.32 0.365
H 1.74375 2.62950 1.70787 0.22 -1.79 -1.86 0.306
H 3.10020 1.85663 0.68298 -2.87 -0.18 -0.33 0.485
H 0.88027 3.77729 -0.10947 0.80 -1.27 0.08 0.230
H 2.52232 3.75926 -0.33436 -1.42 -1.25 -0.27 0.372
H -0.33701 1.52962 -0.75981 -0.02 -1.22 2.38 0.474
H -1.40160 2.86942 3.01025 -0.59 -1.02 -2.31 0.266
H -2.75674 1.92742 2.15725 1.94 0.15 -0.97 -0.054
H -1.87123 4.32679 0.34679 -0.95 -0.89 2.01 0.079
H -2.79325 6.16529 2.30009 1.34 -1.90 0.05 0.369
H -2.47156 4.76741 3.52897 0.79 1.00 -2.12 0.288
H -0.99725 5.46097 2.48785 -2.30 -0.47 0.02 0.256
H -4.06649 3.26108 0.40729 0.43 1.08 1.23 0.296
H -2.48899 1.59169 -0.72083 0.13 -2.86 0.37 0.358
H -2.94156 -1.10717 -2.46638 -0.11 2.12 1.06 -0.031
H -4.39559 0.00254 -2.18799 2.84 -0.17 1.01 0.592
H -3.70177 1.72745 -3.60975 2.02 -1.11 1.14 0.274
H -2.30975 0.57087 -4.15025 -0.93 1.37 2.00 0.262
H -1.92910 1.85147 -2.80614 -1.70 -1.21 -0.72 0.233
H -2.88638 -1.16067 3.59825 0.44 0.75 -1.47 0.404
H -0.92384 -2.52428 3.27926 0.02 0.44 -1.66 0.366
H -0.03029 0.56199 -2.67131 0.03 -2.50 0.52 -0.068
H -0.89313 -1.03334 -3.09781 1.47 0.68 1.65 0.334
H 0.92686 -1.01186 -3.01874 -1.46 0.57 1.66 0.181
H 0.83601 -2.91928 -1.66278 -1.94 0.83 1.57 0.364
H 0.05296 -3.19621 0.02113 -0.24 1.51 -1.46 0.259
H -2.44233 -2.89167 -1.36180 2.10 -0.41 -0.28 0.202
H -1.28666 -3.21505 -2.85095 -0.39 -0.12 2.44 0.223
H -0.71483 -5.53745 -1.98030 -1.62 1.07 1.38 0.369
H -1.06238 -5.06652 -0.13609 -0.41 0.48 -2.41 0.219
H -3.85559 -5.02016 -0.14294 1.50 -0.11 -1.13 0.157
H 3.79716 -4.21884 0.61570 -2.41 1.16 0.17 0.373
H 2.22215 -4.07510 -0.40812 0.62 0.68 2.21 0.213
H 2.13738 -4.47831 1.48688 0.92 1.59 -1.83 0.259
H 4.95057 -2.28318 1.24749 -1.91 1.27 1.06 0.400
H 3.97955 -2.04922 2.85590 0.15 0.90 -2.03 0.313
H 4.24676 -0.54983 1.61966 -0.54 -2.19 0.45 0.195
H 3.63111 0.04257 -0.38116 -2.25 -0.85 -1.49 0.514
H 1.86993 1.58257 -2.42937 2.22 -1.31 0.78 0.114
H 3.01513 0.47218 -3.39129 -0.54 0.55 2.73 0.510
H 4.14124 2.52861 -1.10724 0.21 -1.26 -1.86 0.185
H 5.14276 1.11496 -1.96013 -1.91 1.45 -0.02 0.264
H 4.36149 2.44813 -3.03907 -0.25 -0.94 2.23 0.386
```
Positions in Å, forces in eV/Å.

The calculation puts the total energy at -199473.25290 eV. The calculation puts the highest occupied orbital energy at -0.389 hartree. The charge is +1. The value obtained for the energy relative to the best compared isomer or geometry (same formula, charge and spin) is 1282.4 kJ/mol. Its largest force on an atom is 0.1693 hartree/bohr. The calculation puts the LUMO energy at -4.18 eV. As for the structure (SMILES): C=C[N@+]1(CN)[C@H](OC[C@H](C)O)[C@]([C@H](Br)CC)(P(=O)(O)O)[C@](C)(CCCS)[C@@]1(N=C(C)C)[C@@H](Br)CC. Its HOMO-LUMO gap is 6.393 eV.

=====

(2)
Computed, not measured: a structure of composition C23H45Cl3N2O3PSiTm in a non-equilibrium geometry, with ωB97M-V/def2-TZVPD.

```
79
Properties=species:S:1:pos:R:3:forces:R:3:mulliken_charge:R:1
C -2.29922 -2.28325 -4.38019 -0.20 -0.18 0.61 -1.809
C -1.45467 -2.58404 -3.15088 -1.57 1.62 0.57 1.431
H -2.79938 -3.21255 -4.69842 0.01 0.39 0.08 0.403
H -1.70159 -1.93342 -5.21230 0.24 0.10 -0.16 0.299
H -3.04895 -1.51231 -4.14828 0.22 -0.31 -0.09 0.379
C -0.69016 -3.75085 -3.13437 0.45 -0.78 0.22 -0.565
C -0.38490 -4.59372 -4.30219 0.67 -0.35 -0.55 -1.540
H -0.51053 -4.23303 -2.18627 0.06 0.15 -0.06 0.613
H 0.18903 -4.03052 -5.05269 -0.27 -0.14 -0.09 0.317
H -1.26122 -5.05346 -4.79996 0.25 0.30 0.19 0.315
H 0.26634 -5.41300 -3.96318 -0.24 0.12 -0.26 0.394
Tm 1.50897 1.70077 0.88903 -1.18 0.07 1.87 0.443
Cl -0.85084 0.57358 1.45720 -3.30 1.88 -4.52 -0.534
Cl 3.16653 3.42558 0.45125 1.48 1.33 -0.59 -0.650
H 1.64604 5.84886 4.36732 -0.12 -0.25 -0.11 0.308
H -1.08439 6.65541 4.15542 0.02 -0.14 -0.14 0.338
C 1.50382 5.88447 3.28082 0.32 0.17 -0.02 -0.905
C -0.90824 6.44756 3.09249 0.04 -0.15 0.16 -0.908
N 0.16342 5.46545 2.90607 -0.19 0.57 0.35 0.180
H 2.26123 5.28050 2.77833 -0.20 -0.03 0.02 0.250
C -0.12249 4.24087 2.50801 1.61 -2.59 -1.06 0.175
O 0.72105 3.34092 2.18409 -2.17 2.98 1.83 -0.371
H -1.83325 6.08133 2.63060 0.28 0.12 0.16 0.310
H -1.19084 4.00670 2.46169 -0.05 0.06 -0.22 0.357
H 1.62839 6.93027 3.00627 0.05 0.00 -0.22 0.329
H -0.61625 7.39336 2.62523 -0.06 -0.21 -0.08 0.313
H 2.27514 -1.03608 -2.46423 0.16 -0.08 0.36 0.199
H 2.76901 -3.92477 -0.86282 0.32 0.11 -0.12 0.218
C 3.23171 -1.09068 -1.92770 0.25 0.16 0.08 -0.926
C 3.58920 -3.21731 -0.65844 -0.65 -0.17 0.37 -0.872
N 3.11512 -1.83082 -0.66198 0.09 -0.23 -0.54 0.336
H 3.59735 -0.07399 -1.75952 -0.10 -0.18 0.05 0.376
C 2.66987 -1.34942 0.48640 0.28 3.30 1.38 0.086
O 2.69136 -0.10383 0.83562 0.41 -4.60 -1.24 -0.547
H 3.99554 -3.43036 0.33916 0.01 -0.15 -0.43 0.360
H 2.30106 -2.11209 1.19837 0.37 0.37 -0.06 0.323
H 3.93982 -1.63947 -2.55210 0.01 0.21 0.08 0.313
H 4.37003 -3.31303 -1.41457 -0.10 -0.10 0.23 0.383
O -1.05239 -1.15187 -2.45525 0.59 -1.30 -0.59 -0.251
C -1.91198 -2.02835 -1.80578 -0.34 -0.03 -1.01 -0.328
C -0.18113 -3.13325 -0.33021 -0.10 -0.37 0.19 0.126
C -1.49405 -2.70621 -0.55995 0.01 -0.35 0.47 0.871
H 0.57435 -2.96536 -1.11125 -0.22 0.33 0.76 0.641
C 0.08959 -3.95314 0.77500 -0.14 0.03 -0.12 -0.851
H -2.96479 -1.72564 -1.81306 0.12 0.09 0.21 0.387
C -2.50772 -3.08716 0.32621 0.37 0.56 -0.77 -0.826
H 1.10075 -4.35559 0.91510 -0.41 0.19 0.03 0.281
C -0.93838 -4.32545 1.65469 0.55 0.14 -0.13 -0.765
C -2.23037 -3.86409 1.42480 -0.24 -0.54 0.51 -0.590
H -3.51210 -2.75725 0.07552 0.00 -0.09 0.32 0.347
H -0.71317 -4.97665 2.50763 -0.15 0.30 -0.36 0.388
H -3.04840 -4.15389 2.08549 0.28 0.06 -0.07 0.353
Si -0.62369 2.32993 -2.76072 1.53 1.30 1.53 0.449
Cl 0.81165 0.92826 -1.29813 -1.54 0.32 -3.65 -0.118
C 0.66431 3.62129 -3.29655 0.31 -0.26 -0.40 -1.014
C -1.57248 3.20137 -1.40663 -0.63 -0.22 0.19 -0.780
C -1.66366 1.72287 -4.17006 -0.07 -0.51 -0.11 -0.802
H 1.44965 3.74847 -2.53701 -0.25 -0.20 -0.06 0.256
H 0.23525 4.62558 -3.45743 -0.21 -0.42 0.09 0.359
H 1.16772 3.35393 -4.23702 -0.06 -0.01 0.20 0.286
H -1.05950 1.27568 -4.97008 -0.14 0.07 0.21 0.296
H -2.21470 2.57949 -4.59371 0.24 -0.13 0.22 0.426
H -2.39055 0.98366 -3.82099 0.10 0.05 -0.11 0.124
H -2.18118 2.48242 -0.84188 0.13 0.17 0.04 0.241
H -2.25626 3.94891 -1.84712 0.20 -0.22 0.00 0.465
H -0.92956 3.73450 -0.68435 -0.03 -0.36 -0.40 0.049
C -1.38131 -1.42136 3.82337 -0.18 -0.13 0.99 -1.189
P -0.10515 -0.19657 3.51621 2.87 -1.14 -0.71 1.035
C -0.46102 1.23836 4.52520 -0.04 -0.38 1.20 -1.319
C 1.50830 -0.89634 3.93767 0.37 -0.46 2.65 -1.347
H -2.22031 -1.27706 3.12935 0.23 0.06 0.15 0.232
H -1.72719 -1.28513 4.86137 -0.33 -0.36 -0.10 0.446
H -1.00309 -2.44663 3.70064 0.01 0.43 0.04 0.168
H -0.60361 0.83723 5.53426 -0.19 0.60 0.47 0.503
H 0.35348 1.96840 4.51591 -0.08 -0.26 -0.05 0.161
H -1.37660 1.72871 4.18289 0.11 -0.19 -0.04 0.210
H 1.61525 -0.77804 5.03285 0.90 -0.41 0.12 0.496
H 1.55325 -1.97418 3.71049 -0.18 0.32 0.00 0.261
H 2.35770 -0.40357 3.43924 -0.58 -0.08 0.09 0.201
```
Positions in Å, forces in eV/Å.

The calculation puts the total energy at -117965.25815 eV. The calculation puts the highest occupied orbital energy (spin up / spin down) at -0.126 / -0.125 hartree. The expectation value of S² is 2.1597. The value obtained for the energy relative to the best compared isomer or geometry (same formula, charge and spin) is 360.6 kJ/mol. Its largest force on an atom is 0.1149 hartree/bohr. The calculation puts the LUMO energy (spin up / spin down) at 0.48 / -0.42 eV. The spin multiplicity is 3. Its HOMO-LUMO gap (spin up / spin down) is 3.899 / 2.995 eV.

=====

> Among the records above, which one has the highest energy relative to the best compared isomer or geometry (same formula, charge and spin)?

C23H45Br2N3O5PS

=====

> Among the records above, which one has the lowest energy relative to the best compared isomer or geometry (same formula, charge and spin)?

C23H45Cl3N2O3PSiTm

=====

> Which of these has the highest energy relative to the best compared isomer or geometry (same formula, charge and spin)?

C23H45Br2N3O5PS